Entry from OMol25: a molecular structure, C4H10N2O in a non-equilibrium geometry (ωB97M-V/def2-TZVPD).

Output
E_HOMO = -8.56 eV
E_tot = -9335.200 eV
Spin multiplicity = 1
Energy relative to the best compared isomer or geometry (same formula, charge and spin) = 87.34 kcal/mol

Last column: Löwdin charge in e.
Cartesian coordinates (Å):
C (0.4929, -0.9220, 0.4930)  -0.385
C (-0.2507, 0.2268, -1.4804)  -0.165
C (-0.2632, 0.6470, 1.3235)  -0.052
N (0.6965, -0.7065, -0.8675)  -0.060
N (-0.4353, -1.9311, 0.7254)  0.049
C (0.1190, 1.6308, -0.9635)  -0.273
O (1.3065, 1.9731, -0.9388)  0.009
H (1.6208, -0.2899, -1.0004)  0.111
H (1.4169, -1.0734, 1.0483)  0.134
H (-0.0888, -2.6535, 1.3447)  0.090
H (-1.1977, -1.9436, 0.0604)  0.087
H (-1.2828, -0.0216, -1.2282)  0.106
H (-0.1340, 0.2117, -2.5674)  0.123
H (-0.7063, 2.3636, -0.9296)  0.122
H (-1.3476, 0.5701, 1.1948)  0.039
H (0.1141, 1.6620, 1.4575)  0.035
H (-0.0602, 0.2566, 2.3282)  0.030

Entry from OMol25: a molecular structure, C17H30CoSbSe2 (ωB97M-V/def2-TZVPD).

Output
⟨S²⟩ = 4.250
E_HOMO (alpha / beta) = -3.11 / -3.85 eV
E_tot = -192969.886 eV
Spin multiplicity = 4
Energy relative to the best compared isomer or geometry (same formula, charge and spin) = 0.00 kcal/mol
Total charge = -1

Last column: Löwdin charge in e.
Cartesian coordinates (Å):
Co (0.2970, 1.0314, -0.3417)  -0.266
C (1.1976, 3.6957, 1.4058)  -0.559
Se (0.7208, 1.8629, 1.9190)  0.400
C (-2.6939, 3.4313, 2.1928)  -0.104
C (-2.7467, 4.2738, 1.1744)  -0.097
Se (-1.1059, 2.4379, -1.7272)  0.415
C (-2.8461, 1.6787, -1.2227)  -0.599
H (0.7434, 4.4036, 2.1001)  -0.016
H (0.8235, 3.9051, 0.4048)  -0.031
H (2.2786, 3.8248, 1.4235)  -0.011
H (-2.0271, 3.5813, 3.0310)  0.032
H (-3.2777, 2.5183, 2.1935)  0.036
H (-2.1305, 5.1631, 1.1382)  0.046
H (-3.3666, 4.0758, 0.3099)  0.031
H (-3.6454, 2.2471, -1.7008)  -0.009
H (-2.9859, 1.7263, -0.1420)  -0.029
H (-2.9286, 0.6411, -1.5493)  -0.025
C (0.0477, -1.6260, 3.2016)  -0.207
C (0.1453, -2.2872, 1.8313)  -0.436
Sb (-0.9154, -1.1742, 0.3450)  1.415
C (-2.9073, -1.4913, 1.0600)  -0.429
C (-3.1842, -2.8577, 1.6694)  -0.191
C (-0.9187, -2.5861, -1.2770)  -0.421
C (-0.4970, -4.0109, -0.9397)  -0.204
H (0.5886, -2.2031, 3.9565)  0.065
H (-0.9885, -1.5430, 3.5394)  0.056
H (0.4694, -0.6200, 3.1925)  -0.009
H (-0.2271, -3.3134, 1.8497)  0.037
H (1.1822, -2.3190, 1.4909)  0.051
H (-3.5489, -1.3136, 0.1933)  0.041
H (-3.1199, -0.6858, 1.7656)  0.045
H (-3.0328, -3.6584, 0.9423)  0.054
H (-4.2160, -2.9343, 2.0233)  0.064
H (-2.5346, -3.0662, 2.5207)  0.051
H (-0.2499, -2.1498, -2.0204)  0.040
H (-1.9214, -2.5606, -1.7119)  0.046
H (0.5108, -4.0384, -0.5209)  0.059
H (-0.4942, -4.6515, -1.8257)  0.061
H (-1.1584, -4.4740, -0.2048)  0.047
C (1.8410, 0.7971, -1.2614)  -0.046
C (3.0207, 0.6105, -1.9399)  -0.356
C (3.5957, 1.6548, -2.7316)  -0.061
C (4.7688, 1.4525, -3.4194)  -0.123
C (5.4437, 0.2296, -3.3538)  -0.129
C (4.9044, -0.8012, -2.5787)  -0.126
C (3.7254, -0.6319, -1.8911)  -0.071
H (3.0816, 2.6056, -2.7839)  0.105
H (5.1774, 2.2597, -4.0168)  0.091
H (6.3701, 0.0834, -3.8940)  0.081
H (5.4201, -1.7533, -2.5209)  0.090
H (3.3150, -1.4404, -1.2990)  0.096

Entry from OMol25: a single C7H17N molecule in a non-equilibrium geometry (ωB97M-V/def2-TZVPD).

Output
E_HOMO = -8.72 eV
E_tot = -9022.756 eV
SMILES string = CCCCNCCC
Spin multiplicity = 1
Energy relative to the best compared isomer or geometry (same formula, charge and spin) = 56.93 kcal/mol

Last column: Löwdin charge in e.
Cartesian coordinates (Å):
C (-0.9553, -1.2133, -1.1991)  -0.209
C (-2.4917, -1.1865, -1.4257)  -0.246
C (-2.8585, -0.7672, -2.9972)  -0.091
C (-0.5672, 0.0341, -0.3463)  -0.245
N (0.8709, 0.0274, 0.0557)  -0.148
C (1.1719, 1.0964, 0.9892)  -0.280
C (2.6025, 0.8293, 1.5076)  -0.272
C (2.6838, 1.1568, 3.0170)  -0.137
H (-0.8192, -2.1158, -0.5848)  0.101
H (-0.5456, -1.3510, -2.2163)  0.106
H (-3.0122, -0.4371, -0.7501)  0.102
H (-2.9551, -2.1933, -1.2540)  0.096
H (-3.9036, -0.9068, -3.1485)  0.034
H (-2.4729, 0.2569, -3.1655)  0.069
H (-2.3840, -1.5686, -3.5949)  0.060
H (-0.6685, 1.0785, -0.7815)  0.135
H (-1.1168, -0.0274, 0.6055)  0.100
H (1.0649, -0.9178, 0.5491)  0.136
H (1.4497, 2.0143, 0.3091)  0.149
H (0.3709, 1.0513, 1.7998)  0.128
H (3.0110, -0.1710, 1.4296)  0.095
H (3.2662, 1.5033, 0.9641)  0.094
H (2.1965, 2.2662, 3.2140)  0.130
H (2.3088, 0.4449, 3.6746)  0.024
H (3.7534, 1.0964, 3.3486)  0.070

Entry from OMol25: a molecular structure, C40H108AsF12N9O15 in a non-equilibrium geometry (ωB97M-V/def2-TZVPD).

Output
E_HOMO = -14.55 eV
E_tot = -180765.651 eV
Spin multiplicity = 1
Total charge = +4

Last column: Löwdin charge in e.
Cartesian coordinates (Å):
C (0.6039, -3.6485, 3.4266)  -0.031
C (0.6795, -4.6149, 4.6032)  -0.283
C (0.3690, -4.0403, 5.9660)  -0.207
O (0.4842, -4.9889, 7.0186)  -0.178
C (0.1430, -4.3744, 8.2574)  -0.075
N (-0.1724, -5.8367, 4.3258)  0.225
H (0.2394, -6.7037, 4.6709)  0.182
H (-1.1615, -5.7152, 4.5650)  0.179
H (-0.3157, -6.0184, 3.3279)  0.161
H (1.3848, -2.8886, 3.4636)  0.090
H (-0.3580, -3.1646, 3.2640)  0.066
H (0.9265, -4.1043, 2.4829)  0.088
H (1.6288, -5.1518, 4.6743)  0.162
H (-0.6880, -3.7634, 6.0454)  0.131
H (1.0100, -3.1687, 6.1033)  0.129
H (0.1074, -5.1058, 9.0646)  0.100
H (-0.8368, -3.8960, 8.2497)  0.092
H (0.9643, -3.7169, 8.5514)  0.098
C (-0.5210, 3.7383, -2.2766)  -0.025
C (-0.6331, 3.2013, -3.6756)  -0.270
C (0.4687, 3.6005, -4.6816)  -0.203
O (0.3968, 4.9844, -4.9303)  -0.161
C (1.5962, 5.5078, -5.4917)  -0.075
N (-0.6139, 1.6827, -3.6950)  0.226
H (-0.5291, 1.3396, -4.6510)  0.154
H (0.1802, 1.2722, -3.1845)  0.111
H (-1.5277, 1.3037, -3.4047)  0.109
H (-0.4019, 4.8229, -2.2510)  0.097
H (0.3479, 3.3479, -1.7340)  0.066
H (-1.3434, 3.5395, -1.5869)  0.077
H (-1.5666, 3.4478, -4.1815)  0.157
H (0.3020, 3.0570, -5.6181)  0.134
H (1.4674, 3.3674, -4.2916)  0.109
H (2.4381, 5.3522, -4.8072)  0.069
H (1.4258, 6.5698, -5.6422)  0.104
H (1.8977, 5.0511, -6.4373)  0.097
C (-2.5830, 2.1277, 2.8393)  -0.030
C (-1.7850, 3.3113, 2.3826)  -0.286
C (-2.6957, 4.4415, 1.9347)  -0.187
O (-1.9057, 5.6080, 1.7806)  -0.203
C (-2.5664, 6.6956, 1.1892)  -0.085
N (-0.8422, 3.8456, 3.4478)  0.246
H (-1.0448, 4.7957, 3.7686)  0.172
H (-0.7878, 3.1816, 4.2293)  0.135
H (0.0889, 3.9549, 3.0532)  0.167
H (-2.9281, 2.2769, 3.8661)  0.110
H (-2.0340, 1.1933, 2.8117)  0.050
H (-3.5286, 2.0166, 2.3083)  0.093
H (-1.1620, 3.2179, 1.4944)  0.143
H (-3.5763, 4.6601, 2.5503)  0.150
H (-3.1295, 4.2323, 0.9494)  0.134
H (-1.8059, 7.4662, 1.0752)  0.099
H (-3.4193, 7.0891, 1.7489)  0.104
H (-2.9622, 6.4773, 0.1917)  0.086
C (-5.3514, -4.1052, 0.0048)  -0.001
C (-3.9121, -3.6737, 0.2087)  -0.286
C (-3.6902, -2.9437, 1.5309)  -0.214
O (-2.4494, -2.3274, 1.7252)  -0.203
C (-2.5175, -1.3510, 2.7679)  -0.092
N (-2.9005, -4.8140, 0.0817)  0.251
H (-3.1107, -5.6835, 0.5777)  0.173
H (-2.5953, -5.0067, -0.8699)  0.114
H (-2.0513, -4.6041, 0.6143)  0.148
H (-5.9873, -3.2997, 0.3729)  0.104
H (-5.5451, -5.0712, 0.4658)  0.103
H (-5.5898, -4.0968, -1.0585)  0.065
H (-3.6084, -3.0041, -0.5932)  0.126
H (-3.8261, -3.5937, 2.4101)  0.142
H (-4.5064, -2.2255, 1.6647)  0.135
H (-1.5310, -0.9153, 2.9066)  0.073
H (-2.8257, -1.8022, 3.7115)  0.093
H (-3.2026, -0.5812, 2.4105)  0.082
C (4.9305, 1.2095, 9.5104)  -0.020
C (5.1354, 0.8811, 8.0311)  -0.306
C (3.8643, 0.6802, 7.2316)  -0.195
O (4.2060, 0.4125, 5.8834)  -0.198
C (3.1179, 0.0288, 5.0218)  -0.076
N (5.9947, 1.9462, 7.3470)  0.235
H (6.4369, 1.5912, 6.4979)  0.168
H (5.3755, 2.6724, 6.9871)  0.170
H (6.7325, 2.2826, 7.9645)  0.177
H (4.2194, 0.4823, 9.9112)  0.103
H (4.3661, 2.1267, 9.6819)  0.100
H (5.8561, 1.0459, 10.0568)  0.099
H (5.7717, -0.0040, 8.0155)  0.158
H (3.2247, 1.5661, 7.2868)  0.145
H (3.4611, -0.2542, 7.6290)  0.144
H (3.6700, -0.4376, 4.2047)  0.091
H (2.5602, 0.8942, 4.6678)  0.086
H (2.4542, -0.7258, 5.4380)  0.061
C (2.8637, -2.8997, -3.9072)  -0.028
C (3.8546, -2.0785, -4.7560)  -0.266
C (4.2873, -2.8050, -6.0443)  -0.207
O (5.4622, -2.1491, -6.3967)  -0.178
C (6.2117, -2.8257, -7.3926)  -0.072
N (3.1310, -0.7774, -5.0573)  0.228
H (2.8904, -0.1629, -4.2665)  0.128
H (3.5996, -0.1235, -5.6940)  0.173
H (2.2625, -0.8864, -5.5863)  0.171
H (2.7175, -2.5390, -2.8853)  0.066
H (3.2360, -3.9050, -3.7117)  0.104
H (1.8703, -2.9225, -4.3571)  0.088
H (4.7186, -1.9240, -4.1156)  0.158
H (3.4362, -2.9205, -6.7301)  0.147
H (4.4787, -3.8625, -5.8210)  0.142
H (6.6823, -3.7159, -6.9724)  0.101
H (6.9738, -2.1736, -7.8171)  0.097
H (5.6264, -3.0796, -8.2808)  0.099
C (5.6992, 2.7034, -0.7584)  -0.016
C (4.8815, 3.9388, -1.1375)  -0.305
C (5.6950, 5.1891, -1.4493)  -0.206
O (4.8832, 6.2919, -1.7818)  -0.181
C (5.6907, 7.4112, -2.0354)  -0.095
N (3.9479, 3.6697, -2.2962)  0.222
H (3.2572, 4.4231, -2.3321)  0.152
H (4.4095, 3.6949, -3.2035)  0.171
H (3.3738, 2.8271, -2.1264)  0.092
H (5.7034, 2.7078, 0.3339)  0.092
H (6.7497, 2.7972, -1.0327)  0.093
H (5.2543, 1.7625, -1.0739)  0.081
H (4.1824, 4.1734, -0.3339)  0.146
H (6.3689, 4.9633, -2.2855)  0.141
H (6.3176, 5.4694, -0.5927)  0.147
H (6.0419, 7.8209, -1.0810)  0.102
H (5.0214, 8.1698, -2.4442)  0.101
H (6.5312, 7.3027, -2.7247)  0.103
C (-6.0606, -1.6660, -4.5910)  -0.022
C (-5.2541, -2.5575, -3.6805)  -0.293
C (-5.6733, -4.0530, -3.8229)  -0.167
O (-4.7763, -4.8598, -3.0820)  -0.251
C (-5.1763, -6.2178, -2.9515)  -0.076
N (-3.7789, -2.4909, -4.0514)  0.241
H (-3.2529, -3.1123, -3.4333)  0.120
H (-3.6562, -2.6597, -5.0476)  0.164
H (-3.4035, -1.5502, -3.8740)  0.117
H (-7.1271, -1.8929, -4.6513)  0.103
H (-5.7127, -1.8293, -5.6135)  0.099
H (-6.0735, -0.6149, -4.3062)  0.082
H (-5.3476, -2.2776, -2.6344)  0.121
H (-5.6526, -4.3340, -4.8790)  0.146
H (-6.6736, -4.1970, -3.4087)  0.137
H (-6.2528, -6.2643, -2.7711)  0.095
H (-4.6867, -6.7243, -2.1202)  0.082
H (-4.9020, -6.8025, -3.8307)  0.106
N (-1.1541, -5.4003, -3.9272)  -0.619
O (-1.8197, -5.5751, -2.8761)  -0.112
O (-1.5964, -4.5749, -4.7672)  -0.085
O (-0.1716, -6.0972, -4.2057)  -0.006
As (-0.7505, -0.0389, 6.1210)  0.868
F (-2.3577, -0.2017, 5.3830)  -0.260
F (-1.2110, -1.2890, 7.2692)  -0.243
F (0.8345, 0.1962, 6.8431)  -0.259
F (-0.4684, 1.2485, 4.8787)  -0.306
F (-1.2513, 1.2414, 7.2216)  -0.251
F (-0.0927, -1.2568, 4.9807)  -0.278
C (-4.1732, 0.9747, -2.2048)  -0.474
O (-4.0999, 2.3597, -1.9602)  -0.140
O (-3.4170, 0.6082, -3.2728)  -0.212
C (-3.9999, 0.1985, -0.8137)  -0.518
F (-4.5618, -1.0058, -0.9604)  0.116
F (-2.6896, -0.0047, -0.5304)  0.114
F (-4.5362, 0.8487, 0.2299)  0.146
C (-4.7905, 3.2251, -2.8550)  -0.229
C (-4.4786, 4.6401, -2.3277)  -0.069
H (-4.9371, 5.3898, -2.9785)  0.083
H (-4.7811, 4.9005, -1.3156)  0.068
H (-3.4138, 4.8426, -2.4690)  0.053
H (-5.8692, 3.0661, -2.8136)  0.126
H (-4.3775, 3.1661, -3.8615)  0.115
H (-5.2405, 0.9257, -2.4886)  0.135
C (2.0673, 0.3237, -1.4919)  -0.479
O (0.9869, -0.4642, -2.0123)  -0.121
O (2.3290, 1.2283, -2.4596)  -0.219
C (1.8233, 0.8532, -0.0615)  -0.512
F (2.5740, 1.9562, 0.2829)  0.094
F (0.5418, 1.2985, 0.0393)  0.115
F (2.0572, -0.0106, 0.9351)  0.143
C (0.5550, -1.5215, -1.1552)  -0.260
C (-0.4274, -2.3464, -1.9854)  -0.047
H (-0.8858, -3.0712, -1.3114)  0.061
H (-1.2368, -1.6999, -2.3249)  0.069
H (0.1368, -2.8705, -2.7539)  0.065
H (-0.0989, -1.1183, -0.3772)  0.107
H (1.3306, -2.1844, -0.7639)  0.127
H (2.8997, -0.3980, -1.4028)  0.145

Entry from OMol25: a molecular structure, C32H26N5O3PdS3 in a non-equilibrium geometry (ωB97M-V/def2-TZVPD).

Output
E_HOMO (alpha / beta) = -4.44 / -4.45 eV
E_tot = -83182.540 eV
Spin multiplicity = 1
Energy relative to the best compared isomer or geometry (same formula, charge and spin) = 112.08 kcal/mol
Total charge = -1

Last column: Löwdin charge in e.
Cartesian coordinates (Å):
Pd (-0.5732, -1.6293, -0.5667)  0.561
C (0.4288, 1.2848, 3.2999)  -0.025
C (1.5020, 2.2269, 2.8263)  -0.206
C (1.3853, 3.5979, 3.0340)  -0.046
C (2.3766, 4.4859, 2.6424)  -0.091
C (3.5260, 4.0015, 2.0341)  -0.090
C (3.6599, 2.6415, 1.8092)  -0.032
C (2.6522, 1.7613, 2.1811)  -0.219
N (2.8352, 0.3684, 2.0012)  0.126
C (1.9003, -0.4581, 1.3326)  -0.378
N (1.8504, -1.6804, 1.9171)  0.148
C (1.1494, -2.8767, 1.5704)  -0.177
C (0.3055, -3.0259, 0.4721)  -0.190
C (-0.2498, -4.2797, 0.2333)  -0.120
C (0.0104, -5.3552, 1.0630)  -0.087
C (0.8124, -5.1788, 2.1820)  -0.071
C (1.3824, -3.9475, 2.4554)  -0.229
C (2.2201, -3.7689, 3.6981)  -0.059
N (1.1226, -0.1299, 0.3803)  0.117
C (1.2672, 0.9601, -0.4155)  -0.240
C (0.1216, 1.8716, -0.3084)  -0.012
C (-0.0368, 3.1114, -0.7385)  -0.132
C (1.5574, 3.1332, -2.4933)  -0.269
C (2.4758, 2.1828, -2.1208)  -0.027
C (2.3437, 1.0904, -1.2527)  -0.242
C (3.3781, -0.0070, -1.3360)  -0.054
H (-0.2436, 1.7917, 3.9910)  0.081
H (0.8633, 0.4220, 3.8092)  0.082
H (-0.1712, 0.8928, 2.4745)  0.053
H (0.4979, 3.9703, 3.5342)  0.110
H (2.2554, 5.5473, 2.8169)  0.098
H (4.3118, 4.6786, 1.7238)  0.099
H (4.5473, 2.2539, 1.3195)  0.109
H (3.7920, 0.0789, 1.8615)  0.136
H (2.4196, -1.7347, 2.7415)  0.104
H (-0.9150, -4.4035, -0.6082)  0.076
H (-0.4320, -6.3210, 0.8531)  0.100
H (0.9964, -6.0049, 2.8599)  0.101
H (2.1667, -4.6650, 4.3144)  0.074
H (1.8696, -2.9334, 4.3128)  0.080
H (3.2784, -3.5946, 3.4701)  0.082
H (-0.6819, 1.5038, 0.3171)  0.082
H (-0.8897, 3.6954, -0.4145)  0.135
H (1.9209, 3.8408, -3.2278)  0.123
H (3.3458, 2.1682, -2.7734)  0.129
H (3.7618, -0.0733, -2.3544)  0.081
H (2.9418, -0.9731, -1.0847)  0.062
H (4.2371, 0.1650, -0.6753)  0.069
N (-8.9935, 0.6984, -2.6741)  0.129
C (-7.8787, 0.4171, -2.7051)  -0.192
C (-6.4754, 0.0612, -2.7475)  -0.242
C (-6.0327, -0.9183, -3.6337)  -0.035
C (-4.6958, -1.2645, -3.6675)  -0.016
C (-3.7744, -0.6288, -2.8271)  -0.230
C (-4.2323, 0.3495, -1.9394)  -0.022
C (-5.5709, 0.6905, -1.8979)  -0.023
C (-2.3862, -0.9555, -2.8852)  -0.085
C (-1.1937, -1.1993, -2.8828)  -0.695
H (-6.7418, -1.4029, -4.2915)  0.113
H (-4.3423, -2.0301, -4.3444)  0.118
H (-3.5206, 0.8336, -1.2839)  0.098
H (-5.9212, 1.4494, -1.2112)  0.117
S (-2.4845, -0.9454, 1.1597)  0.456
C (-2.7712, -2.2555, 0.1215)  -0.998
N (-3.0161, -3.1671, -0.5608)  0.054
O (-1.1295, 3.0223, -3.6651)  -0.419
S (-0.0249, 2.0954, -3.8165)  0.808
O (0.7584, 3.8373, -1.5518)  -0.060
O (0.6975, 2.1529, -5.0780)  -0.453
S (0.4538, -1.5259, -2.7796)  0.554